186
Properties=species:S:1:pos:R:3:forces:R:3 method="wB97M-V/def2-TZVPD" homo_lumo_gap_ev=9.558 homo_ev=-9.04 de_lowest_kj_mol=157.5 lumo_energy_ev=0.51 energy_ev=-85206.2433 largest_force_ev_per_a=3.19
C -1.00226 6.20096 -2.63506 -0.021 2.650 -1.751
C 0.32645 6.90882 -2.68062 1.704 0.178 0.583
C 1.43633 6.09934 -3.42584 -0.819 0.337 0.937
O 0.28787 8.13627 -3.40131 1.473 -1.293 -0.664
H -0.97534 5.41762 -1.96046 -0.346 -1.647 1.234
H -1.30949 5.96596 -3.63530 0.066 -0.932 -0.653
H -1.74405 6.96843 -2.42071 -0.245 -0.137 0.902
H 0.61028 7.10301 -1.58498 0.024 -0.152 -1.355
H 2.39799 6.65863 -3.44949 -0.698 -0.471 0.084
H 1.06628 5.94663 -4.45631 0.323 -0.141 0.455
H 1.52393 5.15011 -2.86164 0.318 0.230 -0.618
H -0.40832 8.66201 -3.10157 -1.781 1.331 0.833
C -2.75718 1.62639 4.64046 -0.917 0.011 1.209
C -4.16187 2.14608 4.95486 -0.045 1.345 -1.352
C -4.49800 3.25827 3.90383 -0.361 -0.875 0.352
O -5.15792 1.14704 4.89619 0.203 -0.687 0.246
H -1.99736 2.42651 4.61781 -0.440 -0.337 -0.629
H -2.93395 1.02107 3.75080 0.927 0.088 -0.285
H -2.47979 1.00730 5.48426 0.303 -0.586 -0.020
H -4.22318 2.60180 5.95111 0.052 -0.141 -0.101
H -5.55288 3.52269 4.01585 0.047 0.012 -0.108
H -4.33744 2.89404 2.85310 0.068 0.389 0.957
H -3.90841 4.13247 4.16610 0.240 0.220 -0.396
H -4.89542 0.39380 4.33128 -0.147 0.562 -0.034
C 7.11079 -3.62146 0.58536 0.488 0.755 -1.146
C 5.68492 -3.81175 0.18910 -1.800 -1.750 0.683
C 4.72062 -2.67479 0.58814 0.269 -0.853 -0.734
O 5.65255 -4.05017 -1.26503 1.631 0.842 1.309
H 7.30645 -3.46696 1.64878 -0.408 -0.339 -0.054
H 7.33224 -2.64177 0.10979 0.784 -0.667 0.041
H 7.68590 -4.48311 0.17633 -0.020 0.925 0.301
H 5.30485 -4.76549 0.69298 0.352 0.948 -0.620
H 3.74717 -3.13443 0.65112 -0.674 0.153 -0.133
H 4.72933 -1.94360 -0.20901 -0.106 0.314 -0.155
H 4.88956 -2.15880 1.51927 0.519 -0.034 0.355
H 4.81728 -4.35630 -1.57310 -1.152 -0.346 0.151
C -7.61491 -1.40117 2.37838 -0.024 -0.872 0.043
C -6.41464 -0.71142 1.81718 -0.594 1.506 -1.918
C -6.72816 0.78011 1.65098 0.990 -0.169 -0.177
O -5.32290 -0.81263 2.67645 0.521 -0.033 -0.288
H -7.37744 -2.44869 2.55991 -0.087 -0.247 -0.062
H -8.45533 -1.35872 1.69712 -0.212 0.048 -0.111
H -7.89114 -0.98422 3.33259 -0.175 0.361 0.383
H -6.26439 -1.06730 0.74677 0.531 -0.244 1.182
H -5.84291 1.39328 1.38239 -0.242 -0.534 0.205
H -7.07553 1.09891 2.62018 -0.418 0.610 0.163
H -7.43072 0.90779 0.83727 -0.508 0.170 0.117
H -5.39088 -1.64798 3.14618 0.404 -0.397 0.375
C -4.60074 5.27367 -1.10256 1.909 0.092 2.551
C -4.17986 4.75379 0.33683 -0.800 -0.533 -0.518
C -3.12876 3.64322 0.23137 -0.061 0.108 -1.670
O -3.61182 5.82880 1.08625 -0.330 0.339 -0.462
H -3.65661 5.79172 -1.33905 -0.290 -0.523 -1.001
H -5.30605 6.07130 -1.03519 -0.911 0.259 0.117
H -4.92594 4.44417 -1.71456 0.238 0.055 -0.403
H -5.07051 4.34107 0.87029 0.491 0.368 -0.252
H -2.44602 3.80249 -0.65257 -0.564 0.012 0.854
H -3.59802 2.67229 0.07401 -0.039 -0.120 0.009
H -2.53285 3.61883 1.11763 0.379 -0.103 0.657
H -3.81309 5.69359 2.01378 -0.008 -0.067 0.110
C -3.27758 -4.13718 3.18225 0.999 -0.151 0.104
C -3.47341 -3.32301 4.43462 0.596 -2.012 2.094
C -2.34961 -2.32919 4.70790 -0.129 0.198 0.243
O -4.79561 -2.74777 4.45275 0.866 -0.691 -1.108
H -4.16487 -4.73142 3.03391 -0.146 -0.308 -0.372
H -2.36407 -4.78471 3.23782 -0.914 0.358 0.348
H -3.05207 -3.49971 2.34806 -0.352 0.445 -0.704
H -3.44208 -4.15442 5.29245 -0.146 1.823 -1.333
H -2.55441 -1.66269 5.54695 -0.328 -0.014 0.065
H -2.06478 -1.68976 3.87430 -0.282 -0.024 -0.320
H -1.44775 -2.84825 5.00069 0.254 -0.359 -0.023
H -4.91720 -2.47831 5.34424 -0.473 0.584 1.162
C 0.77816 -0.29090 5.15243 0.098 -0.363 1.316
C 1.82817 -1.11563 4.46273 1.090 0.201 -1.074
C 1.23525 -2.34690 3.82573 0.625 -0.405 0.100
O 0.89796 -3.24781 4.83837 -0.888 -0.148 0.490
C 0.61932 -4.53999 4.37339 -0.186 0.194 0.097
N 2.39161 -0.38787 3.27591 -0.642 -1.841 1.034
H 1.32040 0.38168 5.88380 -1.037 -0.243 -0.943
H 0.18995 -1.03153 5.75403 0.180 0.886 -0.344
H 0.12818 0.20219 4.41473 0.132 0.119 0.412
H 2.57936 -1.35893 5.26608 -0.349 -0.147 -1.021
H 1.94612 -2.84753 3.15520 0.214 0.276 -0.081
H 0.38434 -2.04466 3.21509 -0.302 -0.013 -0.083
H -0.07057 -4.58725 3.50189 0.524 0.222 0.246
H 0.14644 -5.05287 5.19262 -0.258 -0.376 0.331
H 1.57210 -5.01839 4.18871 0.204 -0.500 -0.567
H 2.22137 0.56045 3.40917 0.132 2.013 0.103
H 3.36591 -0.57293 3.15158 0.650 0.137 -0.167
C 1.06635 -1.11410 -0.63647 -0.345 0.270 0.319
C 0.27352 0.19824 -0.43857 -0.476 -0.098 -2.201
C -0.15707 0.51767 0.99372 1.615 -0.055 -0.355
O -0.90781 -0.46592 1.63303 1.012 -0.116 0.039
C -2.20151 -0.45382 1.14063 -0.759 -1.328 0.039
N 1.11607 1.34247 -0.88534 -0.457 0.770 1.537
H 1.35127 -1.35098 -1.68252 -0.256 0.718 0.567
H 0.52494 -1.99563 -0.27504 0.068 0.235 0.250
H 1.96370 -0.96480 -0.03282 0.208 -0.413 -0.045
H -0.63036 0.21604 -1.10413 0.422 -0.369 0.519
H -0.74837 1.42557 0.98307 -0.147 0.608 -0.099
H 0.78690 0.72329 1.52608 -0.456 -0.356 0.277
H -2.34221 -0.94469 0.16216 0.348 0.058 0.042
H -2.54341 0.55899 1.04364 -0.623 0.630 0.125
H -2.76332 -1.03624 1.86404 -0.592 0.253 -0.053
H 0.64442 2.15640 -0.44460 0.666 -0.275 -0.589
H 1.07265 1.51586 -1.88223 -0.347 -0.444 -0.174
C -0.87086 -2.52570 -4.95689 -1.621 0.775 -0.596
C 0.24373 -1.60150 -4.63064 1.658 -0.846 -0.280
C 1.46538 -2.43697 -4.20287 0.317 1.584 0.199
O 2.42801 -1.52216 -3.67406 0.137 0.066 -0.769
C 3.44766 -2.22513 -3.03713 0.237 -1.325 -0.113
N 0.46662 -0.67215 -5.70912 0.467 0.918 -0.774
H -0.55099 -3.39206 -5.49153 0.217 -0.657 -0.570
H -1.61965 -1.96156 -5.57331 0.420 -0.653 0.497
H -1.35778 -2.84291 -4.04609 -0.234 -0.227 0.213
H -0.04690 -1.05223 -3.77693 -0.128 0.825 1.191
H 1.94832 -3.02204 -4.98338 -0.220 -0.077 -0.485
H 1.23685 -3.09457 -3.38588 -0.669 -0.709 0.474
H 3.91571 -3.03674 -3.63360 -0.366 0.360 -0.319
H 3.05558 -2.74438 -2.16054 0.036 0.164 0.433
H 4.25091 -1.57563 -2.78787 0.469 0.727 0.475
H 1.35762 -0.15105 -5.82050 -0.669 -0.867 0.489
H 0.15512 -1.03911 -6.59184 0.183 -0.042 -0.238
C 2.57759 -6.43457 -0.81081 -0.119 0.188 -0.031
C 1.79812 -6.24821 0.48452 -0.741 0.208 -0.309
C 0.35156 -5.91506 0.17245 -0.060 0.889 1.541
O 0.28408 -4.66385 -0.44837 0.504 0.086 -0.094
C -0.95390 -4.36780 -1.00766 -0.693 0.348 0.496
N 1.72238 -7.53648 1.20635 1.469 0.365 -0.612
H 2.59487 -5.56222 -1.47003 0.376 0.429 0.654
H 2.08582 -7.11869 -1.46208 -0.549 -1.134 -0.232
H 3.56173 -6.83798 -0.60335 0.390 0.202 -0.118
H 2.27374 -5.41216 1.03531 -0.306 -0.347 0.110
H -0.23402 -5.82899 1.12513 0.292 -0.354 -0.417
H -0.06679 -6.72729 -0.39842 -0.291 -0.314 -0.569
H -1.09214 -4.96204 -1.91586 -0.396 0.147 -0.023
H -0.93959 -3.30107 -1.18960 0.034 0.226 -0.636
H -1.81334 -4.46987 -0.29708 0.547 -0.501 -0.341
H 1.43086 -7.42756 2.15766 -0.552 0.383 0.531
H 2.70249 -7.77168 1.31320 0.103 -0.697 0.021
C 4.88601 0.99131 -1.60352 0.521 -1.960 -0.173
C 4.96699 2.17966 -0.71600 -1.723 1.000 0.370
C 4.66122 3.50171 -1.48978 0.234 -1.874 0.008
O 4.85224 4.56498 -0.67596 -0.439 1.678 2.255
C 4.41268 5.79405 -1.20439 1.273 0.351 0.981
N 4.07958 1.98793 0.49678 0.059 1.023 -1.261
H 3.88663 0.72248 -1.92489 -0.451 -0.014 0.243
H 5.35831 0.09897 -1.09433 -0.672 0.837 -0.419
H 5.44360 1.10546 -2.52848 0.311 0.323 -0.097
H 5.96860 2.19141 -0.37035 1.101 0.578 0.506
H 3.65074 3.51785 -1.92746 0.104 -0.338 -0.137
H 5.44590 3.65716 -2.19681 0.291 -0.711 -1.696
H 3.35438 5.93425 -1.12024 -0.849 -0.099 0.011
H 4.71493 5.93106 -2.23981 0.152 -0.007 -0.242
H 4.91817 6.52850 -0.55645 -0.324 0.069 -0.521
H 3.89708 2.92412 0.90577 0.285 -0.787 -0.247
H 3.18401 1.67004 0.12092 -0.196 0.021 0.124
C -2.22880 2.85200 -4.72421 -2.582 -0.245 -0.382
C -1.77559 1.98236 -3.60943 -0.169 -1.715 1.333
C -2.59478 0.67775 -3.42676 -1.133 0.982 -0.285
O -3.97406 1.08960 -3.09928 1.172 -0.775 -0.405
C -4.73624 -0.04068 -2.67584 0.677 0.680 0.215
N -0.38154 1.57063 -3.78649 1.368 2.038 -0.327
H -1.87375 3.83082 -4.53539 0.465 1.168 -0.054
H -3.37082 2.92128 -4.73828 1.475 -0.119 -0.182
H -1.84067 2.50583 -5.67820 -0.165 -0.095 -0.190
H -1.89786 2.52804 -2.65500 0.317 -0.157 -0.262
H -2.29941 0.04856 -2.56462 0.531 0.325 -0.572
H -2.48516 0.11896 -4.40396 -0.596 0.133 0.927
H -4.19350 -0.56678 -1.84295 -0.614 0.145 -0.737
H -4.91459 -0.65315 -3.54893 0.037 -0.749 -0.026
H -5.70387 0.32116 -2.33734 0.028 0.077 0.214
H 0.12378 2.49603 -3.92289 -0.400 -1.421 0.347
H -0.24023 1.13340 -4.71282 -0.372 -0.150 0.504
C 5.92952 1.13731 2.96524 0.753 0.512 -0.926
O 5.42453 0.21959 2.01500 0.578 -0.817 0.785
H 5.14632 1.71343 3.43481 -0.486 0.136 0.338
H 6.47195 0.57722 3.74030 -0.058 0.238 -0.335
H 6.60295 1.91016 2.47582 -0.395 -0.903 0.568
H 4.83848 0.69003 1.39850 -0.206 0.660 -0.054
C 3.39214 2.11226 -4.87323 0.407 -1.338 -0.281
O 3.36228 1.09050 -5.87151 -1.401 1.656 -1.315
H 4.45732 2.24384 -4.63153 -0.464 0.477 0.494
H 2.99528 2.97823 -5.39104 -0.088 0.289 0.414
H 2.77979 1.77122 -4.00921 0.417 0.642 -0.275
H 3.75147 0.30830 -5.57467 0.966 -1.838 1.039